No. 1
{
  "formula": "C19H20ClN3O2",
  "method": "ωB97M-V/def2-TZVPD",
  "e_above_lowest_kcal_mol": 419.0,
  "smiles": "O=C(O)c1ccc(/C=N/N2CCN(Cc3ccc(Cl)cc3)CC2)cc1",
  "orbital_gap_ev": 7.84,
  "multiplicity": 1,
  "species": ["Cl", "O", "O", "N", "N", "N", "C", "C", "C", "C", "C", "C", "C", "C", "C", "C", "C", "C", "C", "C", "C", "C", "C", "C", "C", "H", "H", "H", "H", "H", "H", "H", "H", "H", "H", "H", "H", "H", "H", "H", "H", "H", "H", "H", "H"],
  "xyz": [[-6.091, 3.615, 0.255], [5.959, 3.744, 0.717], [6.950, 2.605, -0.803], [0.910, -1.154, 0.863], [-0.085, -2.135, 0.848], [-2.141, -1.610, -0.598], [3.909, -0.395, -1.001], [-4.798, 2.472, -0.027], [1.896, -1.524, -0.100], [4.982, 0.498, -0.947], [-1.731, -0.369, -0.978], [2.874, -0.303, -0.128], [6.109, 2.634, -0.138], [-1.419, -2.760, -0.859], [3.769, 1.654, 0.883], [-2.516, 1.968, -0.014], [-2.858, 0.451, -0.659], [-3.606, 2.713, 0.408], [-5.159, 1.457, -0.820], [2.756, 0.649, 1.028], [-0.414, -3.241, 0.015], [-4.217, 0.392, -1.174], [4.911, 1.459, -0.223], [-2.542, -1.866, 0.968], [-1.291, -1.702, 1.865], [-3.340, -0.914, 1.263], [-3.235, 3.861, 0.856], [-0.906, -3.932, 0.889], [1.974, 0.701, 1.584], [-1.275, -2.428, 2.708], [0.543, -3.499, -0.291], [3.679, 2.647, 1.430], [-1.705, -0.395, -2.039], [-0.935, -2.449, -1.712], [-0.858, -0.056, -0.265], [-1.506, 1.995, 0.155], [1.905, -2.209, -0.663], [-1.181, -0.558, 2.256], [-4.402, -0.457, -1.544], [-6.213, 1.047, -1.094], [6.592, 4.244, 0.621], [3.908, -1.168, -1.682], [-2.030, -3.493, -1.465], [-2.885, -2.865, 1.222], [5.712, 0.676, -1.609]],
  "forces_ev_per_angstrom": [[-0.1, 0.4, 0.5], [-11.9, -9.6, 1.9], [12.6, -1.1, -10.0], [1.7, -6.2, -5.8], [-1.4, 5.0, 6.0], [-4.1, -5.1, 6.1], [-0.2, 0.8, 1.1], [-6.0, 0.5, -1.4], [-1.9, 15.7, 12.1], [-1.4, -6.5, -4.9], [1.8, 1.1, 2.7], [-1.4, -3.0, 2.4], [-13.1, -0.1, 8.5], [-1.7, -1.2, -6.1], [-0.4, -1.0, -1.2], [-4.4, -6.4, -1.5], [-3.6, 9.2, 0.4], [8.7, 4.9, 1.8], [-0.6, -6.1, -2.1], [8.5, 1.7, -7.6], [-0.7, -0.8, 6.3], [4.5, 7.5, 5.6], [-2.2, 12.5, 12.6], [-0.9, 4.9, -0.4], [2.0, 1.2, -1.9], [1.9, -3.2, -0.7], [-1.7, -3.5, -1.0], [1.5, 0.5, -2.4], [-4.6, 0.3, 3.7], [-0.1, 0.6, -0.4], [1.1, -1.9, -1.4], [0.6, -1.6, -0.6], [1.4, 0.3, -1.1], [2.1, 0.7, -2.4], [-0.6, 0.2, -2.3], [2.2, 1.1, 0.8], [0.0, -9.6, -7.8], [0.3, -3.0, -1.1], [-2.4, -6.2, -3.4], [1.6, 2.0, 0.6], [10.6, 8.0, -1.8], [0.0, -1.6, -1.5], [0.0, -0.3, 1.6], [-0.8, 0.0, -1.1], [3.0, -1.0, -3.0]]
}

***

No. 2
{
  "formula": "C3H12NO",
  "method": "ωB97M-V/def2-TZVPD",
  "total_charge": 2,
  "e_above_lowest_kcal_mol": 124.8,
  "orbital_gap_ev": [7.88, 5.39],
  "s_squared": 0.754,
  "multiplicity": 2,
  "species": ["O", "N", "C", "C", "C", "H", "H", "H", "H", "H", "H", "H", "H", "H", "H", "H", "H"],
  "xyz": [[-0.642, 1.434, -2.353], [0.496, -0.598, -0.811], [-0.103, 0.563, 2.864], [-0.563, -1.567, -1.194], [0.807, 0.040, 1.772], [-0.028, 1.004, -1.666], [1.400, -1.082, -0.889], [-1.140, 0.188, 2.816], [-0.298, 2.324, -2.647], [-0.219, 1.643, 2.770], [0.306, 0.262, 3.838], [-1.413, -0.945, -1.509], [-0.264, -2.184, -2.044], [1.508, 0.871, 1.557], [0.491, -0.519, 0.265], [1.481, -0.717, 2.217], [-0.953, -2.215, -0.400]],
  "forces_ev_per_angstrom": [[-0.1, 0.3, -0.4], [0.4, -0.9, 0.7], [-1.3, 0.1, -2.8], [-1.2, 0.7, -0.2], [2.8, 2.6, 6.1], [0.3, -0.6, 0.6], [0.1, 0.4, -0.4], [0.0, -0.3, 0.5], [0.0, -0.1, 0.0], [0.1, 0.0, 0.0], [0.2, -0.6, -0.1], [-0.1, -0.4, 0.0], [0.3, 0.1, 0.1], [-0.7, -0.3, -2.0], [-0.5, 0.3, -0.5], [-0.8, -1.4, -1.5], [0.5, 0.1, 0.0]]
}

***

No. 3
{
  "formula": "C5H4N2O",
  "method": "ωB97M-V/def2-TZVPD",
  "e_above_lowest_kcal_mol": 126.2,
  "orbital_gap_ev": 9.87,
  "multiplicity": 1,
  "species": ["O", "N", "N", "C", "C", "C", "C", "C", "H", "H", "H", "H"],
  "xyz": [[1.054, 1.565, -0.543], [2.434, -1.508, -0.354], [-3.302, -0.567, -0.289], [0.365, -0.369, 0.755], [1.592, -0.885, 0.145], [-2.051, -0.321, 0.116], [-0.672, 0.096, -0.256], [0.236, 1.176, 0.445], [1.690, 2.363, 0.180], [-0.540, -0.041, -1.292], [-0.027, -0.628, 1.699], [-0.297, 2.131, 1.026]],
  "forces_ev_per_angstrom": [[4.8, 5.5, 3.1], [-0.8, 1.1, 0.6], [11.8, 2.1, 4.4], [1.4, 2.9, -1.5], [0.1, -1.8, 0.4], [-11.1, -1.1, -5.2], [-1.4, -0.3, 2.9], [-4.7, -0.5, 0.4], [-2.1, -3.6, -4.1], [0.6, -0.1, -1.0], [0.1, -1.0, 0.8], [1.4, -3.3, -0.8]]
}

***

No. 4
{
  "formula": "C18H18F5NO5SSeSiTi",
  "method": "ωB97M-V/def2-TZVPD",
  "total_charge": -2,
  "e_above_lowest_kcal_mol": 0.0,
  "orbital_gap_ev": [4.32, 4.31],
  "multiplicity": 1,
  "species": ["Se", "Ti", "S", "Si", "F", "F", "F", "F", "F", "O", "O", "O", "O", "O", "N", "C", "C", "C", "C", "C", "C", "C", "C", "C", "C", "C", "C", "C", "C", "C", "C", "C", "C", "H", "H", "H", "H", "H", "H", "H", "H", "H", "H", "H", "H", "H", "H", "H", "H", "H", "H"],
  "xyz": [[-2.427, 1.185, 1.202], [0.116, 0.576, 0.231], [2.163, 0.941, -1.167], [-3.555, 1.092, -0.729], [1.872, -1.452, -3.005], [3.921, -0.112, 1.047], [4.765, -2.626, 1.434], [2.735, -3.953, -2.597], [4.177, -4.576, -0.374], [1.856, 0.284, 3.922], [-0.653, -0.711, -1.084], [-0.088, 2.820, -0.001], [-1.027, -2.860, -1.652], [0.910, 1.034, 2.019], [0.495, -1.145, 1.015], [1.345, 0.096, 2.825], [1.189, -3.648, 2.066], [3.737, -3.317, -0.567], [0.504, -3.541, 0.852], [1.129, -1.250, 2.228], [4.032, -2.323, 0.349], [2.811, -0.675, -0.970], [-4.068, -0.659, -1.172], [3.004, -2.997, -1.690], [-0.562, -2.009, -0.902], [2.555, -1.700, -1.881], [1.483, -2.464, 2.758], [-5.143, 2.114, -0.567], [-2.611, 1.803, -2.194], [0.857, 3.705, 0.605], [0.417, 5.148, 0.451], [0.169, -2.307, 0.351], [3.584, -1.035, 0.138], [1.475, -4.613, 2.463], [0.296, 5.404, -0.603], [-2.263, 2.820, -1.997], [-0.943, 2.838, 0.489], [-5.741, 2.063, -1.483], [-4.623, -1.118, -0.350], [1.159, 5.818, 0.891], [-0.536, 5.317, 0.957], [-4.699, -0.672, -2.068], [-5.750, 1.744, 0.263], [-3.181, -1.264, -1.368], [1.995, -2.467, 3.712], [0.988, 3.428, 1.653], [1.802, 3.519, 0.097], [-3.249, 1.820, -3.084], [0.226, -4.412, 0.270], [-4.905, 3.161, -0.366], [-1.743, 1.179, -2.413]],
  "forces_ev_per_angstrom": [[0.0, 0.0, 0.0], [-0.1, 0.0, 0.0], [0.0, 0.0, 0.0], [0.0, 0.0, 0.0], [0.0, 0.0, 0.0], [0.0, 0.0, 0.0], [0.0, 0.0, 0.0], [0.0, 0.0, 0.0], [0.0, 0.0, 0.0], [0.0, 0.0, 0.0], [0.0, 0.0, 0.0], [0.0, 0.0, 0.0], [0.0, 0.0, 0.0], [0.0, 0.0, 0.0], [0.0, 0.1, 0.0], [0.0, 0.0, 0.0], [0.0, 0.0, 0.0], [0.0, 0.0, 0.0], [0.0, 0.0, 0.0], [0.0, 0.0, 0.0], [0.0, 0.0, 0.0], [0.0, 0.0, 0.0], [0.0, 0.0, 0.0], [0.0, 0.0, 0.0], [0.0, 0.0, 0.0], [0.0, 0.0, 0.0], [0.0, 0.0, 0.0], [0.0, 0.0, 0.0], [0.0, 0.0, 0.0], [0.0, 0.0, 0.0], [0.0, 0.0, 0.0], [0.0, 0.0, 0.0], [0.0, 0.0, 0.0], [0.0, 0.0, 0.0], [0.0, 0.0, 0.0], [0.0, 0.0, 0.0], [0.0, 0.0, 0.0], [0.0, 0.0, 0.0], [0.0, 0.0, 0.0], [0.0, 0.0, 0.0], [0.0, 0.0, 0.0], [0.0, 0.0, 0.0], [0.0, 0.0, 0.0], [0.0, 0.0, 0.0], [0.0, 0.0, 0.0], [0.0, 0.0, 0.0], [0.0, 0.0, 0.0], [0.0, 0.0, 0.0], [0.0, 0.0, 0.0], [0.0, 0.0, 0.0], [0.0, 0.0, 0.0]]
}

***

No. 5
{
  "formula": "C21H26FeN8OPSe",
  "method": "ωB97M-V/def2-TZVPD",
  "total_charge": 2,
  "e_above_lowest_kcal_mol": 15.3,
  "orbital_gap_ev": [6.63, 6.18],
  "s_squared": 1.213,
  "multiplicity": 2,
  "species": ["Se", "Fe", "P", "O", "N", "N", "N", "N", "N", "N", "N", "N", "C", "C", "C", "C", "C", "C", "C", "C", "C", "C", "C", "C", "C", "C", "C", "C", "C", "C", "C", "C", "C", "H", "H", "H", "H", "H", "H", "H", "H", "H", "H", "H", "H", "H", "H", "H", "H", "H", "H", "H", "H", "H", "H", "H", "H", "H", "H"],
  "xyz": [[-0.046, 3.738, -3.769], [-0.320, 0.713, -0.250], [-0.473, -2.936, -0.005], [-1.683, 2.187, 0.524], [2.262, -2.641, 0.343], [1.224, -0.709, 0.155], [-0.317, 1.573, -1.841], [-2.098, -2.375, 2.186], [-1.339, -0.561, 1.201], [-1.624, -2.679, -2.540], [1.423, 2.093, -0.030], [-1.196, -0.761, -1.558], [-1.101, -2.079, -1.450], [-1.679, -4.116, -2.807], [-2.134, -0.197, 2.258], [2.519, -4.083, 0.365], [-1.392, 3.600, 0.359], [-2.073, -1.695, -3.374], [-1.336, -1.887, 1.182], [1.484, 3.186, 0.745], [1.080, -2.034, 0.128], [3.208, 2.945, -1.370], [-1.806, -0.509, -2.760], [-2.371, -3.783, 2.480], [-2.608, -1.314, 2.873], [3.202, -1.671, 0.529], [2.379, 4.214, 0.471], [3.254, 4.093, -0.588], [-0.204, 2.458, -2.625], [0.544, 3.246, 1.900], [2.274, 1.984, -1.071], [-0.662, 4.129, 1.578], [2.557, -0.480, 0.421], [1.048, 3.620, 2.790], [-1.446, -4.313, 2.696], [-2.016, 0.489, -3.096], [-1.317, 4.145, 2.453], [3.881, 2.802, -2.203], [-2.547, -1.902, -4.318], [3.584, -4.240, 0.497], [0.210, 2.228, 2.103], [-2.326, 0.825, 2.525], [2.184, 1.091, -1.672], [-0.688, -4.555, -2.723], [2.374, 5.099, 1.094], [4.235, -1.896, 0.729], [-2.872, -4.257, 1.640], [1.988, -4.554, 1.189], [-0.785, 3.661, -0.538], [-3.017, -3.834, 3.351], [-0.369, 5.161, 1.372], [-2.350, -4.610, -2.107], [-2.046, -4.269, -3.817], [-2.244, 2.097, 1.299], [3.970, 4.875, -0.801], [2.208, -4.537, -0.573], [-3.255, -1.431, 3.725], [-2.314, 4.153, 0.182], [2.963, 0.501, 0.542]],
  "forces_ev_per_angstrom": [[0.0, 0.0, 0.0], [0.2, -1.9, -0.1], [0.0, -0.3, 0.0], [0.3, 0.0, -0.6], [0.1, -0.1, 0.0], [0.2, 0.4, -0.2], [0.1, 0.7, -0.3], [-0.1, 0.1, 0.0], [0.2, 0.8, 0.3], [0.1, 0.0, 0.0], [-0.7, 0.1, 0.0], [-0.1, 0.5, 0.2], [-0.2, 0.0, -0.2], [0.0, -0.1, 0.1], [0.1, 0.0, -0.1], [-0.1, 0.0, 0.0], [0.0, 0.3, 0.1], [-0.1, 0.1, 0.0], [-0.2, 0.0, 0.3], [0.2, -0.4, 0.0], [0.2, 0.1, 0.0], [0.0, -0.1, 0.0], [-0.1, 0.0, 0.1], [0.0, 0.0, 0.0], [-0.1, 0.0, 0.0], [0.1, 0.0, 0.1], [0.0, 0.0, 0.0], [0.0, 0.0, 0.0], [0.0, -0.1, 0.1], [-0.1, 0.2, 0.1], [0.0, 0.2, 0.0], [-0.1, -0.2, 0.0], [-0.2, -0.2, 0.1], [0.1, 0.0, 0.0], [0.0, 0.0, 0.0], [0.0, 0.0, -0.1], [-0.1, 0.1, -0.1], [0.0, 0.0, 0.0], [0.0, -0.1, 0.0], [0.0, 0.0, 0.0], [0.0, 0.0, 0.2], [0.0, -0.1, 0.2], [0.0, 0.0, 0.0], [0.0, 0.0, 0.0], [0.1, 0.0, 0.1], [0.0, 0.0, 0.0], [0.0, 0.0, 0.0], [0.0, 0.0, 0.0], [0.0, 0.1, 0.0], [0.0, 0.0, 0.0], [0.1, 0.0, 0.1], [0.0, 0.0, 0.0], [0.0, 0.0, 0.0], [-0.1, -0.2, -0.1], [0.0, 0.0, 0.0], [0.0, 0.0, 0.0], [0.0, 0.0, 0.0], [-0.1, -0.2, 0.0], [0.1, 0.0, 0.1]]
}

***

No. 6
{
  "formula": "H3O5",
  "method": "ωB97M-V/def2-TZVPD",
  "total_charge": 1,
  "e_above_lowest_kcal_mol": 1.6,
  "orbital_gap_ev": [10.21, 8.44],
  "multiplicity": 1,
  "species": ["O", "O", "O", "O", "O", "H", "H", "H"],
  "xyz": [[-0.145, -0.509, -0.237], [0.895, 1.542, 0.319], [2.068, 3.215, -0.532], [1.050, 2.872, -0.036], [0.008, 1.353, 1.254], [-0.936, -1.041, -0.400], [-0.219, 0.384, 1.203], [0.433, -1.260, -0.392]],
  "forces_ev_per_angstrom": [[-0.8, -1.7, -0.2], [1.8, -4.6, 0.0], [2.1, -1.0, -0.9], [-3.8, 4.5, 1.3], [-0.1, 3.0, 0.8], [-0.9, 0.7, 0.0], [0.4, -0.9, -1.2], [1.3, 0.0, 0.1]]
}